# 1
Here is a molecular structure, C12H8BrN2O4Pt from the Open Molecules 2025 dataset. Energies are from ωB97M-V/def2-TZVPD.

Charge = +1
HOMO level (alpha / beta) = -12.320 / -13.114 eV
LUMO energy (alpha / beta) = -4.09 / -6.27 eV
DFT total energy = -97025.51857 eV
2S+1 = 3

XYZ file:
```
28
C12H8BrN2O4Pt | the Open Molecules 2025 dataset | ωB97M-V/def2-TZVPD
Pt 0.70 0.15 -0.34
O -0.80 2.74 -3.62
C -0.41 2.07 -2.54
O 0.72 1.72 -2.26
C -1.55 1.84 -1.62
C -2.80 2.30 -1.84
C -3.79 1.88 -0.92
C -3.50 1.00 0.08
C -2.18 0.48 0.18
N -1.23 0.95 -0.62
C -1.79 -0.69 1.12
O -2.63 -1.11 1.87
O -0.56 -1.09 1.02
H -0.01 3.06 -4.09
H -3.02 2.98 -2.66
H -4.80 2.22 -1.01
H -4.23 0.62 0.78
Br 4.15 -3.76 3.48
C 3.33 -2.59 2.28
C 3.32 -1.23 2.49
C 2.75 -0.44 1.53
N 2.24 -0.91 0.39
C 2.30 -2.24 0.15
C 2.83 -3.08 1.07
H 3.69 -0.76 3.40
H 2.62 0.60 1.64
H 1.88 -2.57 -0.79
H 2.79 -4.13 0.84
```



# 2
Here is 2 unconnected molecules or ions with the total composition C2H5NS from the Open Molecules 2025 dataset. Energies are from ωB97M-V/def2-TZVPD.

Charge = 0
HOMO level = -8.826 eV
LUMO energy = 0.62 eV
DFT total energy = -14476.95738 eV

XYZ file:
```
9
C2H5NS | the Open Molecules 2025 dataset | ωB97M-V/def2-TZVPD
C -3.12 0.32 -0.30
C -2.25 0.78 0.37
H -4.13 0.33 -0.56
H -1.23 0.77 0.61
N 2.02 -0.77 0.12
S 1.89 0.96 -0.02
H 2.70 -0.97 0.84
H 2.44 -1.22 -0.71
H 0.82 0.90 -0.82
```



# 3
Here is 4 unconnected molecules or ions with the total composition C27H58BClN3O7P2 from the Open Molecules 2025 dataset. Energies are from ωB97M-V/def2-TZVPD.

Charge = 0
HOMO level (alpha / beta) = -7.730 / -8.986 eV
LUMO energy (alpha / beta) = -1.51 / -1.51 eV
DFT total energy = -79517.24439 eV
2S+1 = 4

XYZ file:
```
99
C27H58BClN3O7P2 | the Open Molecules 2025 dataset | ωB97M-V/def2-TZVPD
O -1.32 -0.36 -0.68
P -2.37 -0.29 -1.69
O -2.32 -1.41 -2.84
O -2.32 1.10 -2.52
B -4.18 -0.32 -1.03
P -5.69 -1.25 -1.74
O -5.14 -2.15 -2.98
Cl -6.55 0.38 -2.67
H -1.40 -1.57 -3.13
H -2.83 1.09 -3.34
H -4.36 0.31 -0.04
H -4.57 -1.72 -3.62
C 2.73 3.10 0.75
C 3.15 2.34 2.02
C 4.61 1.85 1.93
C 4.81 0.69 0.95
C 3.86 -0.46 1.26
C 2.39 -0.03 1.31
N 2.28 1.13 2.25
O 2.21 0.79 3.48
C 1.88 0.31 -0.09
C 1.52 -1.16 1.85
C 3.00 3.27 3.21
H 2.76 4.18 0.95
H 3.39 2.91 -0.10
H 1.71 2.86 0.46
H 4.92 1.53 2.93
H 5.24 2.70 1.65
H 4.67 1.03 -0.08
H 5.84 0.34 1.03
H 3.96 -1.25 0.52
H 4.13 -0.90 2.23
H 0.87 0.72 -0.05
H 1.82 -0.62 -0.67
H 2.52 0.99 -0.64
H 1.87 -1.51 2.82
H 1.54 -1.99 1.14
H 0.48 -0.83 1.96
H 1.96 3.57 3.33
H 3.60 4.16 3.03
H 3.33 2.81 4.14
C 7.93 -1.59 0.05
C 9.09 -0.80 -0.58
C 8.58 0.47 -1.28
C 7.82 0.19 -2.58
C 8.66 -0.66 -3.53
C 9.15 -1.97 -2.89
N 9.83 -1.62 -1.59
O 11.05 -1.26 -1.75
C 7.98 -2.94 -2.68
C 10.17 -2.65 -3.79
C 10.06 -0.41 0.53
H 7.90 -1.40 1.13
H 6.96 -1.31 -0.36
H 8.06 -2.67 -0.07
H 9.44 1.11 -1.51
H 7.95 1.02 -0.58
H 6.86 -0.29 -2.37
H 7.58 1.14 -3.06
H 8.09 -0.92 -4.42
H 9.53 -0.09 -3.85
H 8.30 -3.81 -2.12
H 7.64 -3.27 -3.66
H 7.13 -2.50 -2.18
H 10.99 -1.99 -4.05
H 9.66 -2.97 -4.70
H 10.58 -3.54 -3.30
H 10.49 -1.30 1.00
H 9.51 0.16 1.28
H 10.88 0.20 0.15
C -11.50 0.10 3.05
C -10.22 0.74 2.47
C -10.52 2.05 1.73
C -11.25 1.86 0.40
C -10.49 0.90 -0.50
C -10.21 -0.45 0.17
N -9.54 -0.18 1.49
O -8.28 0.01 1.40
C -11.50 -1.26 0.32
C -9.24 -1.27 -0.67
C -9.25 1.01 3.62
H -11.55 0.31 4.12
H -12.41 0.50 2.60
H -11.49 -0.98 2.94
H -9.58 2.57 1.55
H -11.11 2.69 2.40
H -12.27 1.51 0.57
H -11.34 2.83 -0.10
H -11.04 0.71 -1.42
H -9.53 1.35 -0.79
H -11.32 -2.17 0.91
H -11.83 -1.56 -0.67
H -12.31 -0.71 0.78
H -8.33 -0.73 -0.88
H -9.71 -1.54 -1.62
H -8.96 -2.20 -0.15
H -8.97 0.08 4.11
H -9.76 1.65 4.34
H -8.35 1.50 3.28
```



# 4
Here is 21 unconnected molecules or ions with the total composition H43O21 from the Open Molecules 2025 dataset. Energies are from ωB97M-V/def2-TZVPD.

Charge = +2
HOMO level (alpha / beta) = -15.909 / -15.909 eV
LUMO energy (alpha / beta) = -5.82 / -12.70 eV
DFT total energy = -43675.90788 eV
2S+1 = 2

XYZ file:
```
64
H43O21 | the Open Molecules 2025 dataset | ωB97M-V/def2-TZVPD
O 0.81 1.48 0.03
H 0.45 2.80 1.79
H 1.10 1.07 0.86
O 2.92 -2.25 1.57
H 3.21 -2.38 0.65
H 0.23 0.84 -0.40
O -4.37 2.62 0.11
H -4.06 1.73 -0.15
H 2.54 -4.45 0.19
O -2.35 0.75 -1.90
H 2.60 -4.86 -1.34
H 0.03 4.90 -2.55
O 4.59 -1.29 -1.01
H 2.35 2.91 0.44
H 4.04 -2.08 -1.02
O 2.49 -4.14 -0.72
H -2.82 1.14 -2.64
H 1.24 -0.09 3.15
O -2.47 4.67 1.37
H 4.79 -1.18 -1.95
H -1.71 4.03 1.29
O -3.05 1.31 1.91
H -3.91 1.63 2.19
H -2.45 2.07 1.84
O 1.91 2.03 -2.43
H 2.50 2.16 -1.59
H 1.39 1.16 -2.40
O 3.00 2.61 1.07
H -0.03 4.16 2.31
H 2.63 2.04 1.75
O -2.77 -2.44 -2.41
H -3.56 -2.83 -2.83
H -2.23 -3.24 -2.54
O -1.14 -4.92 -0.61
H -1.28 -4.19 0.02
H -1.77 -5.43 -0.06
O 3.71 1.24 -0.93
H 1.09 2.62 -2.31
H 3.79 1.45 0.04
O 0.55 0.02 2.49
H 0.00 -0.77 2.52
H 0.06 -2.13 -0.32
O 0.61 -4.08 2.14
H -0.29 -4.09 2.46
H 2.00 -2.56 1.50
O 0.92 -0.37 -2.66
H -2.22 -0.20 -1.88
O -3.70 -1.27 0.84
H -3.65 -0.83 -0.01
H -2.77 -1.30 1.09
O -0.64 -1.77 -0.88
H -1.28 -2.42 -1.19
H 4.14 0.38 -1.10
O 0.71 4.26 -2.37
H -2.43 4.98 0.45
H 1.54 4.44 -1.94
O -1.50 -1.61 2.88
H -2.12 -2.27 2.58
H -1.79 -0.69 2.97
O 0.00 3.61 1.52
H -4.85 2.47 0.94
H 1.30 -3.92 2.79
H 0.49 -0.90 -1.96
H 0.20 0.02 -3.18
```